1.
{
  "formula": "C30H42BaN2O2P2",
  "method": "ωB97M-V/def2-TZVPD",
  "symbols": ["C", "Ba", "C", "C", "H", "H", "C", "H", "H", "C", "C", "C", "C", "C", "H", "C", "C", "H", "H", "C", "H", "N", "H", "C", "H", "H", "C", "C", "C", "H", "H", "H", "C", "O", "H", "H", "H", "H", "C", "C", "H", "H", "C", "H", "H", "H", "H", "C", "C", "C", "H", "H", "C", "C", "N", "P", "C", "H", "H", "H", "P", "C", "H", "C", "H", "H", "H", "H", "H", "H", "H", "C", "H", "O", "H", "H", "H", "C", "H"],
  "xyz": [[1.45755, 1.65286, 7.16300], [0.08211, -0.29077, 0.70173], [1.42750, 0.29984, -7.91354], [-2.67328, 1.43368, 5.51093], [2.19554, -3.47355, -0.88319], [4.29554, 0.08864, 8.24879], [3.41673, 0.28946, 7.65026], [0.48187, -3.11183, 1.45163], [2.02968, -3.28229, -2.67369], [-1.65407, 1.80928, -1.65208], [-1.75172, 0.43335, -7.30577], [-1.48030, 0.51748, 7.40072], [-1.36425, -0.89226, -8.00954], [1.94097, -0.28263, 5.79765], [-1.82625, -3.20719, -1.38726], [1.78837, -1.07168, -7.28792], [-1.46425, 1.05952, 6.11670], [-1.90434, 2.43803, -0.78267], [-0.64639, -4.01517, -2.48329], [-0.16769, 1.14819, 5.32370], [-1.31281, -2.59171, -6.61913], [-0.07527, 0.82836, 2.90417], [0.83275, -1.75512, 2.66834], [-3.89612, 0.76464, 7.51554], [-2.71103, 1.83027, 4.49674], [2.45577, -0.89228, -6.42710], [-2.69056, 0.38005, 8.10133], [1.11508, 2.56725, -1.22268], [0.15638, -2.29144, 1.97909], [2.84513, 2.04517, 8.77154], [-2.45130, 0.19562, -6.48600], [-2.30925, -1.36520, -8.34214], [-0.31768, 0.15033, 4.08219], [0.34001, 3.10243, 2.32615], [0.35192, -1.71228, -3.86865], [-4.82704, 1.58609, 5.75109], [-1.16889, -1.15298, -3.11414], [1.31877, 1.90004, -6.41214], [-0.63889, 1.23972, -6.71493], [1.99247, -2.77368, -1.70994], [2.72582, -1.95429, -1.66296], [-2.67827, -0.04372, 9.10319], [0.65482, -1.91483, -6.79791], [-1.63122, 2.39207, -2.56784], [-0.57017, 0.17966, 7.88650], [1.05117, 3.12320, -2.14809], [0.89325, 0.14920, -8.85894], [3.08651, -0.54144, 6.58120], [-0.06896, -1.16436, -3.01382], [0.47678, 0.28385, -2.95301], [1.73099, -0.96818, 4.98448], [2.13124, 2.20230, -1.03333], [2.59433, 1.39337, 7.93875], [0.68527, 1.19682, -6.96980], [-0.00524, 2.35751, 4.60513], [0.00591, 1.31056, -1.60243], [-0.65848, -1.85318, -7.10196], [2.39704, -1.64024, -8.01247], [3.71404, -1.39868, 6.34118], [0.13705, 3.30192, 4.99852], [0.32063, -2.22565, -1.62218], [-0.79753, -3.56173, -1.50585], [0.77280, 3.14597, -0.35800], [-3.88446, 1.29417, 6.21436], [-4.82746, 0.64650, 8.05810], [-2.38664, 0.99108, -1.71585], [-2.33250, 1.05108, -8.01256], [0.83184, 2.51225, 7.41399], [-0.97443, 1.99439, -5.99668], [0.10017, 0.89157, -3.78185], [-0.53720, -4.24463, -0.69057], [1.11864, 0.80632, 6.10231], [-0.89764, -2.16972, 2.24801], [-0.61864, -1.00783, 4.25231], [1.57859, 0.27757, -2.98692], [0.96193, -2.71791, -6.12042], [-0.79310, -0.67732, -8.92037], [0.11601, 2.19076, 3.21492], [2.38433, 0.79332, -8.17464]],
  "forces_ev_per_a": [[0.7, -0.3, 0.4], [-0.2, 1.6, 1.6], [0.5, -0.3, -0.3], [-0.7, -0.1, 0.7], [-0.1, 0.2, -0.4], [0.0, 0.0, 0.0], [-0.7, 0.3, -0.3], [0.7, -2.4, -0.5], [1.0, -0.4, -0.1], [-1.2, 1.2, -0.9], [-0.3, -0.4, -0.1], [-0.8, 0.0, 0.3], [-0.5, 0.3, -0.3], [0.6, 0.0, 0.7], [0.3, -0.1, -0.1], [0.3, 0.4, -0.1], [0.1, -0.1, 0.2], [0.2, -0.1, -0.4], [-0.8, -1.1, -0.1], [0.4, -1.3, -0.6], [0.3, 0.3, -0.1], [-0.1, 1.7, 2.2], [-0.2, -0.9, -0.1], [0.5, 0.1, -0.4], [0.2, -0.1, 0.2], [-0.1, 0.0, -0.2], [0.1, 0.1, -0.4], [0.7, 1.8, -0.7], [-0.2, 0.3, 0.8], [-0.1, -0.1, -0.1], [0.1, 0.0, -0.2], [0.5, 0.2, 0.1], [0.1, 0.9, 0.5], [-0.7, -2.7, 3.0], [-0.3, 0.7, -0.6], [0.3, -0.1, 0.0], [0.4, -0.1, -0.1], [-0.3, -0.3, -0.1], [1.1, 0.3, -0.2], [0.7, -1.0, -0.8], [-0.4, -0.2, -0.1], [0.0, 0.1, -0.2], [-1.1, -0.3, -0.2], [-1.4, 0.6, -0.3], [-0.1, 0.1, -0.2], [1.0, 1.4, 0.0], [0.2, 0.1, 0.3], [-0.4, 0.4, -0.2], [-0.1, -0.4, -1.2], [0.2, 0.3, -1.8], [-0.2, 0.2, 0.1], [-0.3, 0.0, -0.1], [0.0, -0.3, -0.4], [-1.0, 0.4, 0.5], [0.3, 2.6, -1.9], [0.3, -4.1, 2.5], [0.9, -0.4, 0.5], [-0.2, 0.1, 0.2], [-0.1, 0.2, 0.0], [-0.1, -1.1, -0.3], [-0.3, 3.4, 3.7], [-0.3, -1.2, -1.2], [0.0, -0.1, -0.1], [0.5, -0.1, 0.1], [0.0, 0.0, -0.1], [0.4, 0.2, -0.1], [0.2, -0.1, 0.2], [0.1, -0.3, -0.1], [0.1, -0.2, -0.1], [0.4, -0.8, -1.1], [0.0, 0.2, -0.2], [-0.4, 0.0, 0.1], [0.3, -0.7, 0.2], [-0.2, 0.4, 0.2], [-0.3, 0.1, -0.1], [-0.1, 0.2, -0.1], [-0.2, -0.1, 0.3], [0.2, 0.6, -1.5], [-0.5, -0.2, 0.1]],
  "lowdin_charge": [-0.0537, 1.5881, -0.2017, -0.0171, 0.0622, 0.0941, -0.0952, -0.1232, 0.0384, -0.2744, -0.1928, -0.0181, -0.2025, 0.0009, 0.0575, -0.1921, -0.1408, 0.0706, 0.0392, -0.2970, 0.1027, -0.1370, -0.0637, -0.0974, 0.1167, 0.1098, -0.0771, -0.2794, -0.5182, 0.0973, 0.1104, 0.1126, -0.4826, -0.0751, 0.0608, 0.0970, 0.0929, 0.1018, -0.1250, -0.2722, 0.0535, 0.0997, -0.1276, 0.0395, 0.1121, 0.0419, 0.0980, -0.0721, -0.4062, -0.4200, 0.1056, 0.0666, -0.0791, -0.1103, 0.1266, 0.5022, -0.1072, 0.1164, 0.1011, 0.1686, 0.6244, -0.2785, 0.0548, -0.0774, 0.0947, 0.0606, 0.1162, 0.1205, 0.0929, 0.0592, 0.0604, -0.1452, -0.0470, 0.0356, 0.0973, 0.0924, 0.0979, -0.4972, 0.1126],
  "e_tot_ev": -58132.4962,
  "homo_lumo_gap_ev": 4.835,
  "homo_ev": -5.00
}

2.
{
  "formula": "C54H66N6O18",
  "method": "ωB97M-V/def2-TZVPD",
  "symbols": ["O", "H", "O", "H", "C", "C", "H", "H", "C", "O", "C", "C", "C", "C", "C", "N", "C", "H", "H", "H", "H", "H", "H", "H", "C", "C", "O", "C", "C", "N", "C", "O", "H", "C", "C", "O", "H", "H", "H", "N", "H", "C", "H", "H", "H", "C", "H", "C", "H", "C", "H", "C", "H", "O", "C", "H", "H", "C", "H", "H", "C", "C", "H", "H", "C", "H", "N", "C", "C", "C", "H", "H", "H", "O", "H", "C", "C", "C", "H", "H", "H", "C", "H", "C", "O", "H", "O", "C", "H", "C", "O", "H", "H", "C", "O", "O", "O", "C", "H", "O", "H", "H", "O", "H", "H", "C", "H", "C", "O", "C", "C", "H", "C", "H", "N", "C", "C", "H", "H", "H", "H", "C", "C", "H", "H", "O", "H", "C", "H", "H", "H", "H", "C", "C", "H", "N", "H", "C", "H", "C", "C", "H", "H", "C"],
  "xyz": [[7.06461, -24.83727, -7.52160], [4.70987, -25.89438, -1.82290], [2.88365, -14.82624, -2.62926], [0.21642, -26.83805, -1.23482], [-0.96568, -18.38480, -3.75491], [0.45426, -21.71819, -8.01763], [-3.53171, -23.94388, -9.55006], [8.94387, -25.45794, -8.06056], [5.39653, -25.41108, -2.54990], [-1.70252, -18.95101, -4.86296], [4.21098, -20.98322, -2.13081], [3.29722, -18.97870, -8.78743], [2.50581, -20.60784, -5.56835], [-0.49357, -23.95201, -1.84225], [3.29793, -24.90920, -10.03419], [7.25431, -24.25952, -4.34166], [3.92775, -15.76087, -5.67809], [8.64353, -24.87037, -6.30972], [-0.11798, -25.71394, -7.97375], [-0.35898, -23.85293, -0.79818], [-1.60494, -17.75038, -3.09716], [3.89907, -19.26176, -0.02948], [1.35400, -26.98269, -2.51564], [6.25844, -14.09989, -5.45407], [8.63503, -27.96087, -7.38490], [0.86850, -26.23161, -1.81562], [3.00569, -19.66249, -4.99891], [0.70544, -27.74650, -5.98151], [3.15846, -19.04478, -0.75600], [3.27527, -18.70339, -11.14508], [-1.61248, -19.43333, -9.84435], [1.32206, -24.46770, -3.25556], [4.68622, -23.34517, -9.68717], [-1.20898, -19.03909, -12.44635], [-1.61991, -18.15975, -10.39553], [6.39958, -26.88433, -7.22049], [-2.18214, -23.04848, -5.69012], [3.37237, -16.16465, -6.55604], [1.29094, -16.41967, -9.62857], [1.10036, -24.28491, -10.88921], [0.44925, -22.73639, -8.54498], [1.98491, -17.24628, -9.74058], [3.85517, -25.71784, -9.69252], [1.34203, -25.73365, -6.13596], [3.92374, -28.55602, -4.20913], [2.78216, -22.62412, -10.54725], [3.40356, -13.75178, -6.41436], [-0.98170, -25.11317, -7.90399], [8.31878, -28.94083, -6.98381], [0.05355, -17.44158, -4.45031], [4.00106, -24.06341, -3.61162], [-2.93759, -23.30479, -7.64746], [0.96716, -17.99039, -4.56568], [4.15323, -22.25689, -1.47639], [4.21705, -14.28599, -5.78324], [-1.10406, -21.22569, -12.61523], [9.65872, -27.74824, -7.15474], [1.54058, -23.05043, -10.96508], [-0.50505, -21.22446, -8.03362], [3.09493, -21.52233, -10.59249], [0.95401, -22.03080, -6.62552], [3.24415, -14.85275, -3.79835], [8.45845, -27.88573, -8.48496], [1.97324, -17.60947, -7.61355], [1.95367, -25.19346, -10.37116], [-0.99447, -18.90172, -13.53405], [-1.37904, -17.96589, -11.67066], [5.00081, -24.53847, -3.56805], [7.82714, -26.89013, -6.75763], [5.94525, -24.00216, -4.43536], [-3.74102, -22.56716, -7.53498], [3.43290, -18.15754, -1.30453], [-1.78554, -17.23461, -9.73481], [3.21588, -21.65718, -5.99931], [5.55590, -12.69182, -6.35584], [2.92680, -20.24970, -1.65431], [1.59321, -26.71050, -5.75542], [-2.80516, -24.01398, -8.80335], [4.17328, -21.07255, -3.19637], [5.60692, -23.31079, -5.15084], [-1.53368, -25.37947, -9.94602], [8.28496, -25.45562, -7.18812], [-0.50470, -25.39080, -3.38953], [6.76306, -25.77946, -2.55152], [2.51347, -23.43109, -0.44699], [-1.02591, -19.67901, -2.15016], [3.96925, -13.92914, -4.43296], [2.46307, -17.68586, -10.99968], [2.26453, -20.06959, -2.49895], [2.33465, -17.95476, -8.63202], [3.03972, -15.86665, -4.55131], [0.88447, -22.26698, -11.26840], [2.54224, -23.54440, -6.16219], [1.17293, -23.18044, -3.14506], [-2.11604, -18.25697, -7.02730], [4.88430, -25.29844, -7.59302], [-0.52770, -17.26288, -5.79498], [5.54128, -13.81443, -6.25960], [2.70973, -22.74014, -7.70433], [2.27583, -21.23175, -0.86822], [1.13819, -21.13072, -8.56432], [1.59003, -26.15793, -10.16505], [1.19133, -20.69462, -5.88695], [7.76253, -26.98532, -5.65448], [-1.56376, -21.57280, -10.24437], [7.64031, -25.16212, -3.47036], [4.82477, -16.37673, -5.45415], [-0.30346, -19.37471, -2.88446], [0.20038, -22.79922, -2.33763], [3.71642, -23.60360, -10.12874], [2.96237, -22.40396, -0.85608], [0.47832, -18.80549, -2.42985], [-1.38733, -20.57430, -10.63088], [3.57543, -26.23754, -4.99840], [-1.19458, -24.54224, -6.74059], [2.76857, -26.94727, -5.13004], [-2.12894, -23.63190, -6.61264], [5.09334, -20.31528, -1.81675], [0.04365, -16.54396, -3.81980], [1.52154, -25.70829, -1.13165], [8.66479, -25.47700, -3.35930], [-1.48802, -18.17663, -5.99480], [2.96417, -28.22117, -4.63900], [-1.52541, -23.81782, -2.08559], [2.24033, -18.84359, -0.17531], [1.93085, -22.39318, -3.69731], [2.25533, -17.19334, -11.93789], [2.39992, -22.61826, -6.64118], [5.83216, -14.18512, -7.22621], [0.19481, -22.48087, -6.04738], [-0.19993, -27.56727, -6.47722], [3.58629, -19.49522, -7.85883], [0.22166, -25.13830, -2.58781], [-1.79228, -24.89747, -8.98843], [-1.76145, -19.48084, -8.78945], [0.82781, -28.97273, -5.45240], [2.20200, -30.14710, -4.37191], [-1.26753, -20.38387, -11.98313], [4.54044, -20.07851, -10.17861], [6.02539, -25.63784, -7.45469], [3.71452, -19.35657, -9.98477], [7.14156, -26.38277, -1.70547], [0.28368, -20.18723, -3.32443], [2.01293, -29.17995, -4.82621]],
  "forces_ev_per_a": [[0.1, 1.8, -0.6], [0.4, 0.8, -0.6], [0.5, 0.7, -2.0], [-1.0, -0.2, 0.5], [0.1, 1.1, -1.1], [-0.1, -2.4, 0.2], [-1.0, 0.6, -1.3], [0.0, 0.0, 0.2], [0.9, -0.8, -0.4], [0.1, 0.9, -0.9], [0.3, 2.1, 1.1], [-1.3, -0.1, 3.6], [-0.6, 0.6, 0.0], [1.2, 0.0, -0.4], [-2.7, 0.5, -1.0], [0.1, 0.0, -1.2], [-0.3, -1.6, -1.3], [0.3, -0.5, -0.8], [0.8, -0.9, -0.1], [0.1, -0.7, 1.3], [-0.2, -0.5, -0.8], [1.0, -0.3, 0.6], [-0.1, 1.2, 0.8], [0.0, 0.2, -0.9], [-1.3, -0.6, -0.8], [0.4, -0.9, -0.8], [-0.5, -0.6, -0.3], [0.3, -0.8, 1.6], [-1.3, -0.1, -0.3], [1.0, -1.1, 1.4], [0.2, -0.2, 0.2], [-0.7, -0.9, -0.1], [-0.2, 0.1, -0.5], [0.2, -1.1, -0.6], [0.0, 0.5, 1.5], [1.5, -1.2, 0.7], [0.0, -0.4, 0.1], [0.7, 0.2, 0.6], [0.1, 0.0, -0.3], [0.1, -1.5, 0.8], [-0.5, 1.4, 0.5], [-0.7, 0.1, -0.5], [1.2, -0.9, 0.7], [0.0, 0.2, -0.1], [-0.6, 0.5, 0.0], [2.2, 0.6, 0.0], [1.0, -1.0, 0.9], [-0.3, 0.3, 0.0], [0.4, 0.3, -0.5], [-1.9, -0.9, -0.1], [0.4, -0.8, 0.0], [-1.8, 0.9, 0.0], [0.9, 0.3, 0.0], [0.1, 0.1, 0.1], [-2.7, 0.8, -1.3], [-0.1, -0.3, -0.7], [0.7, -0.2, 0.1], [0.6, 1.1, 0.2], [-0.4, -0.2, 0.1], [-0.8, -2.0, 0.0], [1.4, 2.7, -0.1], [-0.2, 1.0, 4.0], [0.4, -0.4, 0.7], [0.4, -0.8, -1.3], [1.0, 1.9, -0.5], [-0.3, 0.3, 1.0], [0.2, 0.0, -1.7], [-0.7, 0.8, 0.5], [-1.1, 1.4, 0.3], [0.3, -0.9, 1.6], [0.4, -0.3, 0.0], [0.1, 0.3, -0.3], [0.2, -1.6, -1.0], [0.2, 0.5, 0.0], [-0.1, -1.1, 0.3], [0.4, 0.1, 0.0], [-0.7, 0.8, -1.1], [-0.5, -0.2, -0.6], [0.3, -0.5, -0.6], [-0.1, 0.9, -1.0], [-0.5, 0.3, 0.5], [-0.4, -0.5, 1.5], [0.7, -0.6, 0.4], [-0.8, 0.7, 0.6], [0.3, -0.2, 0.3], [0.1, -0.7, 0.5], [0.6, 1.7, 1.0], [0.2, 0.0, 0.3], [0.3, 0.3, 0.0], [0.4, 0.6, 1.0], [-0.2, -2.2, -2.2], [-0.8, 0.2, -0.5], [-0.1, -1.1, 0.8], [1.8, 2.3, -0.7], [0.8, -0.3, 1.5], [0.1, 0.2, 0.0], [0.4, 0.1, 1.2], [1.0, 1.3, 1.4], [0.0, 0.2, 0.7], [-0.1, -1.4, 0.7], [1.0, 0.8, -0.5], [-0.6, -1.2, -0.1], [1.0, -1.3, -0.6], [0.1, 0.1, -0.6], [0.5, 0.0, 0.3], [-1.1, -1.1, 1.8], [-0.4, 0.4, -0.2], [0.4, -0.4, 0.1], [-0.3, 0.1, -0.7], [-0.2, 1.0, 0.6], [-0.5, 1.1, -1.0], [0.4, 0.5, 1.1], [-1.5, 0.8, 0.5], [-0.3, 0.3, -0.1], [1.4, -0.3, 1.4], [1.3, -0.3, 0.8], [0.3, 0.9, 0.8], [-0.9, -1.6, -0.3], [0.7, 0.1, -1.0], [0.7, -0.3, 0.1], [0.5, 0.4, -0.5], [-1.0, -0.2, 0.0], [1.5, -0.5, 0.0], [-0.7, -0.3, -0.3], [0.2, 0.1, -0.4], [-0.9, -0.7, 0.7], [-0.5, 0.3, 0.1], [-1.0, 0.7, -1.4], [0.0, -0.5, -0.3], [-0.3, -0.9, 0.7], [-1.2, 0.3, -0.8], [0.3, 0.2, -0.6], [-1.4, 0.8, -0.8], [1.2, -0.9, -0.9], [-0.2, -0.3, 0.5], [1.3, 0.2, -0.2], [-0.3, -0.2, -0.3], [0.7, 1.8, 0.0], [-0.9, 0.4, 0.4], [-0.8, -0.3, 0.0], [1.0, 0.6, -3.9], [-0.1, 0.1, -0.9], [-0.8, -0.1, -0.5], [-1.4, -0.5, 0.2]],
  "lowdin_charge": [0.0600, 0.1208, 0.1173, 0.0764, -0.3205, -0.0156, 0.0973, 0.1341, -0.0485, 0.0761, -0.0642, -0.0966, -0.6139, -0.0286, -0.0658, 0.0646, -0.0611, 0.1239, 0.0753, 0.1224, 0.1604, 0.0722, 0.1036, 0.1074, -0.0367, -0.0033, 0.1027, -0.1421, -0.0087, 0.0632, -0.0693, 0.0871, 0.1118, -0.1424, -0.1694, 0.0898, 0.1163, 0.1284, 0.1046, 0.0696, 0.1065, -0.0691, 0.0702, 0.0831, 0.1143, -0.0652, 0.1828, -0.1694, 0.0984, -0.0393, 0.1029, -0.0693, 0.1050, 0.0608, -0.3576, 0.0898, 0.0834, -0.1981, 0.0653, 0.0921, -0.1871, -0.6156, 0.1125, 0.1191, -0.1182, 0.1098, 0.0420, -0.0731, -0.2736, -0.1225, 0.1232, 0.0839, 0.1335, 0.0468, 0.1068, -0.3169, -0.0807, -0.0898, 0.0958, 0.0969, 0.1193, -0.0847, 0.1577, -0.0589, 0.1512, 0.0929, 0.0907, -0.1552, 0.1043, -0.0748, 0.0827, 0.0811, 0.1017, -0.5818, 0.1137, 0.1206, 0.0603, -0.0285, 0.1259, 0.0666, 0.0620, 0.0850, 0.0514, 0.1437, 0.0936, -0.1813, 0.1555, -0.0181, 0.0745, -0.0701, -0.5471, 0.0767, -0.0933, 0.0902, 0.0702, -0.0804, -0.1792, 0.1580, 0.1432, 0.0806, 0.0984, -0.5172, -0.0951, 0.1242, 0.0963, 0.1284, 0.1026, -0.0669, 0.0825, 0.0993, 0.0769, 0.1078, -0.2567, -0.0585, 0.0556, 0.0740, 0.1005, -0.0767, 0.1175, -0.6241, -0.1715, 0.1058, 0.0812, -0.1626],
  "e_tot_ev": -102863.1058,
  "homo_lumo_gap_ev": 9.690,
  "de_lowest_ev": 0.000,
  "homo_ev": -9.20,
  "smiles": "C[C@H]1COC(=O)O1.C[C@H]1COC(=O)O1.C[C@H]1COC(=O)O1.C[C@H]1COC(=O)O1.C[C@H]1COC(=O)O1.C[C@H]1COC(=O)O1.c1ccncc1.c1ccncc1.c1ccncc1.c1ccncc1.c1ccncc1.c1ccncc1"
}

The records above yield molecular weight values of 662.0 1087.1 g/mol, respectively.
The records above yield max |F| values of 5.079 4.146 eV Å⁻¹, respectively.